[1]
{"formula": "C2H3I2NO", "method": "ωB97M-V/def2-TZVPD", "species": ["C", "C", "N", "O", "I", "I", "H", "H", "H"], "xyz": [[0.47407, 0.17584, -1.30081], [0.42739, -0.13908, 0.43554], [-0.60375, 0.48777, 1.04633], [-0.42338, 0.77775, -1.76043], [0.59828, -2.35900, 0.18718], [-2.48768, 0.14265, 0.40857], [1.22425, -0.16650, -1.93569], [1.40820, 0.30531, 0.91125], [-0.61739, 0.77526, 2.00807]], "forces_ev_per_a": [[-1.41, 0.47, 4.21], [3.43, 1.61, -2.38], [-1.27, 0.07, -0.46], [-1.18, 0.94, -0.63], [-0.09, 0.04, 0.53], [-0.49, -0.11, 0.16], [2.12, -1.27, -0.57], [-1.62, -1.42, -0.98], [0.50, -0.32, 0.11]], "nbo_charge": [0.422, -0.209, -0.804, -0.506, -0.043, 0.335, 0.146, 0.245, 0.414], "smiles": "O=C[C@H](I)NI", "relative_energy_ev": 2.124, "total_charge": 0}

***

[2]
{"formula": "C4H7NO", "method": "ωB97M-V/def2-TZVPD", "species": ["C", "C", "N", "C", "C", "O", "H", "H", "H", "H", "H", "H", "H"], "xyz": [[-1.05181, -0.17590, 1.07630], [-0.21904, -0.79814, -0.01769], [-0.30980, -0.22614, -1.39035], [1.13453, -0.40096, -0.35180], [1.47300, 0.94985, 0.04355], [1.37124, 1.99180, -0.59698], [-1.01366, 0.91601, 1.03387], [-0.63892, -0.50545, 2.03693], [-2.09364, -0.50436, 1.02719], [-0.40335, -1.87051, -0.12146], [-0.39136, -0.91896, -2.12091], [0.21027, 0.60117, -1.67894], [1.93254, 0.94160, 1.06030]], "forces_ev_per_a": [[0.00, 0.06, 0.03], [-0.10, -0.17, 0.18], [0.23, -0.26, -0.21], [0.08, -0.09, 0.17], [0.00, 0.05, -0.25], [0.01, -0.56, 0.10], [0.00, -0.13, 0.01], [-0.10, 0.09, -0.10], [0.12, 0.07, -0.05], [-0.03, 0.12, 0.09], [0.40, 0.03, 0.04], [-0.63, 0.75, 0.16], [0.02, 0.03, -0.16]], "nbo_charge": [-0.634, -0.095, -0.688, -0.104, 0.285, -0.608, 0.226, 0.223, 0.220, 0.200, 0.398, 0.442, 0.134], "smiles": "C[C@H]1[NH2+]/C1=C\\[O-]", "relative_energy_ev": 4.177, "total_charge": 0}

***

[3]
{"formula": "C39H36InN3O4S3", "method": "ωB97M-V/def2-TZVPD", "species": ["In", "O", "C", "C", "C", "C", "C", "C", "C", "O", "N", "N", "C", "C", "C", "C", "C", "C", "C", "O", "H", "H", "H", "H", "H", "H", "H", "H", "H", "H", "C", "C", "C", "C", "C", "C", "C", "C", "C", "C", "C", "C", "N", "H", "H", "H", "H", "H", "H", "H", "H", "H", "H", "H", "H", "H", "H", "H", "H", "H", "O", "C", "C", "C", "C", "C", "S", "C", "C", "C", "C", "S", "C", "C", "C", "C", "S", "H", "H", "H", "H", "H", "H", "H", "H", "H"], "xyz": [[0.26370, 0.14053, -0.18267], [-3.09185, -2.93950, 3.17755], [-2.65185, -1.99621, 4.03254], [-3.10934, -2.02317, 5.35020], [-2.72346, -1.03897, 6.24719], [-1.87393, -0.01256, 5.84769], [-1.39052, -0.00567, 4.54678], [-1.75594, -0.98976, 3.63476], [-1.18269, -0.92624, 2.25086], [-0.13561, -0.25122, 2.06051], [-1.88189, -1.60610, 1.34840], [-1.43430, -1.40727, 0.05224], [-2.05419, -2.07464, -0.84316], [-1.92159, -1.94233, -2.28001], [-2.71130, -2.79830, -3.06255], [-2.73803, -2.73806, -4.43877], [-1.94824, -1.76503, -5.07138], [-1.16579, -0.90577, -4.33716], [-1.09980, -0.95851, -2.91285], [-0.32697, -0.13906, -2.29239], [-2.73617, -2.67286, 2.28614], [-3.77917, -2.82207, 5.64719], [-3.09792, -1.07224, 7.26504], [-1.58764, 0.76897, 6.54246], [-0.71386, 0.76676, 4.20138], [-2.80378, -2.78418, -0.49006], [-3.32883, -3.52970, -2.54792], [-3.35564, -3.41796, -5.01347], [-1.95659, -1.68809, -6.15450], [-0.55530, -0.14972, -4.81755], [4.65417, 2.00192, -1.23418], [4.87145, 1.50748, 0.20398], [4.11012, 2.38603, 1.20666], [4.57810, 0.02141, 0.37274], [5.65686, -0.79885, 0.65150], [5.53583, -2.17735, 0.83627], [4.25465, -2.71208, 0.76110], [3.12708, -1.94769, 0.49225], [1.78002, -2.63736, 0.41746], [1.42098, -3.00159, -1.03079], [1.62562, -3.85209, 1.33198], [3.22653, -0.52310, 0.21839], [2.27070, 0.32263, -0.18560], [4.90883, 3.06687, -1.32285], [3.60820, 1.85430, -1.50620], [5.28074, 1.43726, -1.93234], [5.93805, 1.62121, 0.42623], [3.03902, 2.22894, 1.07688], [4.34276, 3.44715, 1.04842], [4.38177, 2.12150, 2.23375], [6.64246, -0.34177, 0.73432], [6.39676, -2.79859, 1.05286], [4.13147, -3.77946, 0.92748], [1.03781, -1.92267, 0.77754], [2.16782, -3.69698, -1.42635], [1.41837, -2.10929, -1.66398], [0.43345, -3.47299, -1.09832], [2.18993, -4.71305, 0.95862], [0.57142, -4.14475, 1.38269], [1.97003, -3.62781, 2.34474], [-1.24145, 1.52698, 0.15021], [-1.88814, 2.71952, 0.05503], [-1.17681, 3.72052, -0.85834], [-1.13303, 5.08015, -0.78761], [-0.43098, 5.66596, -1.88542], [0.04043, 4.72832, -2.75301], [-0.36515, 3.14055, -2.25534], [-3.30652, 2.46106, -0.49080], [-3.98913, 1.29184, -0.37447], [-5.28973, 1.34549, -0.95910], [-5.56596, 2.55776, -1.51340], [-4.24594, 3.63825, -1.33638], [-1.97218, 3.33380, 1.46608], [-0.92343, 3.50485, 2.31663], [-1.31206, 4.01551, 3.58796], [-2.65639, 4.22233, 3.67960], [-3.44861, 3.78756, 2.22450], [-1.56948, 5.64309, 0.02844], [-0.27155, 6.73078, -2.00436], [0.62449, 4.88464, -3.64904], [-3.55710, 0.42246, 0.11047], [-5.97758, 0.50872, -0.97253], [-6.46114, 2.87432, -2.03093], [0.09014, 3.23269, 2.04635], [-0.61938, 4.20506, 4.39923], [-3.22671, 4.58237, 4.52420]], "forces_ev_per_a": [[0.18, -0.07, 0.03], [-0.08, -0.11, 0.44], [-0.09, -0.01, -0.06], [0.01, 0.03, 0.07], [-0.01, -0.03, -0.06], [0.02, -0.01, -0.02], [0.01, -0.05, 0.08], [0.11, 0.03, -0.05], [0.09, 0.12, 0.13], [-0.36, -0.12, -0.12], [0.20, 0.06, -0.17], [0.17, 0.02, 0.24], [-0.08, 0.05, -0.18], [0.04, -0.01, 0.02], [0.00, 0.00, 0.02], [0.06, 0.06, -0.05], [-0.02, -0.03, 0.12], [-0.01, -0.03, 0.00], [0.08, 0.08, 0.04], [-0.08, -0.13, 0.04], [0.02, 0.08, -0.28], [0.01, 0.03, -0.03], [0.01, 0.01, -0.02], [-0.01, -0.04, -0.04], [-0.01, -0.03, 0.00], [-0.10, -0.03, -0.01], [0.02, 0.01, 0.01], [0.02, 0.03, 0.02], [0.01, 0.01, 0.02], [-0.01, -0.03, 0.01], [-0.05, -0.04, 0.08], [-0.18, -0.03, -0.04], [0.01, -0.05, -0.05], [-0.02, -0.11, -0.02], [-0.10, -0.05, 0.00], [-0.08, 0.10, -0.02], [-0.05, 0.10, 0.01], [0.01, -0.05, 0.01], [0.01, 0.08, -0.12], [-0.01, 0.02, 0.07], [0.00, -0.03, -0.04], [0.03, 0.41, -0.17], [-0.11, -0.19, 0.13], [-0.02, -0.07, 0.01], [0.03, 0.02, -0.01], [-0.04, 0.02, 0.03], [0.08, 0.03, 0.00], [0.01, 0.02, 0.01], [-0.01, -0.06, 0.01], [-0.02, 0.00, -0.06], [-0.02, 0.01, -0.01], [0.01, -0.01, 0.00], [-0.01, 0.02, 0.00], [0.03, -0.03, 0.09], [-0.02, 0.00, -0.01], [0.05, -0.08, 0.00], [0.06, 0.02, 0.00], [-0.01, 0.01, 0.03], [0.05, 0.00, -0.01], [-0.02, -0.01, -0.05], [-0.03, 0.17, -0.16], [0.16, -0.06, 0.10], [-0.12, -0.10, -0.02], [0.10, 0.19, -0.10], [-0.07, 0.02, 0.14], [-0.04, -0.04, 0.01], [0.02, -0.05, -0.02], [0.10, 0.17, -0.03], [-0.11, -0.17, 0.02], [0.08, -0.05, 0.05], [0.01, 0.05, 0.00], [0.08, -0.03, 0.05], [-0.17, -0.02, -0.06], [0.09, 0.00, 0.11], [0.06, -0.01, -0.05], [-0.04, -0.01, -0.02], [0.03, 0.01, -0.04], [0.01, -0.05, -0.04], [0.00, -0.05, 0.01], [-0.04, -0.01, 0.08], [-0.02, 0.12, -0.07], [0.04, 0.05, 0.00], [0.07, -0.06, 0.05], [-0.08, 0.01, 0.01], [-0.04, -0.02, -0.05], [0.08, -0.03, -0.06]], "lowdin_charge": [0.818, 0.025, -0.281, -0.039, -0.118, -0.109, -0.019, -0.062, -0.442, -0.057, 0.042, -0.014, -0.085, -0.146, -0.079, -0.140, -0.121, -0.021, -0.359, -0.149, 0.050, 0.103, 0.087, 0.087, 0.113, 0.125, 0.099, 0.077, 0.087, 0.106, -0.089, -0.398, -0.089, -0.166, -0.109, -0.161, -0.102, -0.157, -0.407, -0.063, -0.083, -0.333, -0.075, 0.059, 0.055, 0.068, 0.104, 0.051, 0.060, 0.070, 0.086, 0.061, 0.086, 0.059, 0.081, 0.065, 0.068, 0.063, 0.071, 0.082, -0.225, -0.599, -0.472, -0.141, -0.201, -0.422, 1.096, -0.475, -0.103, -0.185, -0.442, 1.013, -0.440, -0.111, -0.196, -0.441, 1.031, 0.111, 0.087, 0.055, 0.112, 0.094, 0.048, 0.129, 0.094, 0.048], "relative_energy_ev": 0.000, "total_charge": -2}

***

[4]
{"formula": "C12H15N3OS", "method": "ωB97M-V/def2-TZVPD", "species": ["C", "C", "C", "C", "C", "C", "H", "H", "S", "C", "C", "O", "C", "C", "N", "C", "N", "C", "N", "H", "H", "H", "H", "H", "H", "H", "H", "H", "H", "H", "H", "H"], "xyz": [[2.00095, 0.31255, -4.11183], [2.96447, -0.66116, -3.90282], [3.21464, -1.12889, -2.62738], [2.50568, -0.61758, -1.54562], [1.55521, 0.37191, -1.75103], [1.30157, 0.82577, -3.03357], [0.55548, 1.59197, -3.18576], [1.01383, 0.80443, -0.92344], [2.93156, -1.25510, 0.05611], [1.40031, -1.06114, 1.02198], [0.28505, -1.94043, 0.45862], [-0.87350, -1.97934, 1.25678], [-1.68801, -0.83277, 1.24050], [-1.50692, 0.03507, 2.50344], [-2.38467, 1.16713, 2.45832], [-2.12935, 2.43517, 2.08481], [-3.22838, 3.14790, 2.11869], [-4.15995, 2.26098, 2.52020], [-3.68985, 1.05537, 2.73130], [-5.19009, 2.51529, 2.65766], [-1.15809, 2.79681, 1.81578], [-1.75427, -0.57015, 3.37861], [-0.47882, 0.39193, 2.59321], [-2.72741, -1.17860, 1.21775], [-1.50296, -0.22945, 0.34153], [0.63524, -2.97509, 0.41757], [0.03757, -1.61483, -0.56280], [1.66275, -1.38137, 2.03005], [1.13072, -0.00564, 1.04088], [3.95924, -1.89035, -2.45334], [3.51934, -1.06302, -4.73721], [1.79863, 0.67265, -5.10897]], "forces_ev_per_a": [[-0.01, 0.03, -0.09], [0.02, 0.04, -0.07], [-0.03, 0.02, 0.13], [-0.01, -0.08, 0.28], [0.02, 0.01, -0.02], [-0.06, 0.06, -0.04], [-0.06, 0.06, -0.03], [-0.05, 0.01, 0.09], [-0.06, 0.01, 0.16], [0.11, -0.11, -0.48], [0.20, -0.08, -0.14], [-0.12, 0.04, 0.35], [-0.16, 0.12, 0.09], [0.22, -0.73, -0.25], [-0.02, 0.74, -0.10], [-0.14, -0.16, 0.09], [0.12, 0.60, -0.18], [0.29, -0.09, -0.05], [-0.47, -0.72, 0.26], [-0.27, -0.02, 0.06], [0.30, 0.00, -0.05], [0.08, 0.14, -0.04], [-0.11, -0.01, 0.02], [0.11, 0.15, -0.05], [-0.02, -0.01, 0.04], [0.03, 0.15, -0.08], [0.03, -0.09, 0.13], [0.00, 0.05, 0.02], [-0.06, -0.01, 0.12], [0.07, -0.13, -0.03], [0.05, -0.04, -0.07], [-0.02, 0.02, -0.09]], "nbo_charge": [-0.223, -0.192, -0.230, -0.181, -0.195, -0.213, 0.215, 0.198, 0.253, -0.560, -0.077, -0.528, -0.069, -0.235, -0.182, 0.169, -0.478, 0.131, -0.288, 0.200, 0.202, 0.229, 0.206, 0.203, 0.166, 0.203, 0.176, 0.239, 0.203, 0.222, 0.217, 0.216], "smiles": "c1ccc(SCCOCCn2cncn2)cc1", "relative_energy_ev": 2.414, "total_charge": 0}

***

Per-record HOMO, Ha: -0.3165 -0.3168 -0.0193 -0.3111
Per-record orbital gap, eV: 8.403 9.395 4.421 9.026
Per-record largest force on an atom, eV Å⁻¹: 4.5 1.0 0.5 0.9